(1)
C22H16IMoN7O8S | wB97M-V/def2-TZVPD

The geometry in XYZ format:
```
56
Properties=species:S:1:pos:R:3
Mo 0.01495 1.06785 -0.69570
N -2.04120 -0.28566 6.97661
C -1.79681 -0.39747 5.66348
C -1.85689 0.74150 4.82312
C -1.61274 0.62714 3.48389
C -1.30095 -0.62973 2.93948
C -1.24426 -1.77197 3.75574
C -1.48269 -1.65375 5.09629
S -1.01503 -0.80243 1.28477
O -1.22861 -2.13859 0.83629
O -1.69171 0.31727 0.53778
N 0.43880 -0.24334 0.80781
C 1.69230 -0.70021 0.49048
N 2.07075 0.09960 -0.52930
C 3.29047 -0.09079 -1.04365
C 4.09862 -1.08114 -0.52456
C 3.58786 -1.85582 0.51411
N 2.37039 -1.67126 1.03782
H -2.30997 0.59217 7.38509
H -2.04388 -1.09321 7.57508
H -2.12492 1.70036 5.24685
H -1.70745 1.49218 2.83992
H -1.02424 -2.73820 3.32249
H -1.44822 -2.53007 5.72980
H 3.59484 0.53886 -1.86909
H 5.08673 -1.25882 -0.92042
H 4.17347 -2.65866 0.94510
I 0.83223 3.26642 0.89567
C 1.50027 3.55275 -1.07311
C 2.14606 4.68206 -1.51323
C 2.54361 4.69682 -2.84603
C 2.29151 3.59499 -3.65039
C 1.63347 2.50495 -3.11654
N 1.23147 2.48913 -1.83369
H 2.33156 5.51623 -0.85202
H 3.05153 5.56446 -3.24610
H 2.59780 3.57514 -4.68640
H 1.43881 1.61920 -3.70541
O -3.59154 1.70597 -2.18984
C -2.49969 1.30736 -1.96710
O -1.49430 2.04183 -1.42479
C -2.02342 -0.10522 -2.20589
C -2.82442 -1.20203 -1.89789
C -2.25019 -2.44929 -1.94506
C -0.92458 -2.68881 -2.30893
C -0.17972 -1.59633 -2.65462
C -0.69346 -0.29265 -2.60380
N 1.22292 -1.76335 -3.09044
O 1.73002 -2.84321 -2.94868
O 1.76906 -0.77133 -3.55027
N -3.07024 -3.62275 -1.52617
O -4.19616 -3.38654 -1.16397
O -2.52400 -4.69836 -1.57155
H -3.85252 -1.07590 -1.58567
H -0.52466 -3.69315 -2.31972
H -0.16109 0.49579 -3.12765
```

Its spin multiplicity is 3. For the gap between HOMO and LUMO (spin up / spin down), the calculation gives 5.46 / 5.86 eV. The strongest force on any atom comes out at 0.471 eV/Å. The total charge is +2.

---

(2)
C22H16IN4O5RhS | wB97M-V/def2-TZVPD

The geometry in XYZ format:
```
50
Properties=species:S:1:pos:R:3
Rh 0.18093 0.49149 0.32962
N -2.97492 -1.37327 2.11113
C -3.34172 -1.80927 0.84128
C -4.36187 -2.64457 0.40273
C -4.43048 -2.86458 -0.95753
C -3.51978 -2.27525 -1.85149
C -2.51049 -1.44654 -1.41134
C -2.43190 -1.22137 -0.03958
N -1.55724 -0.44794 0.70909
C -1.90894 -0.57088 1.97824
C -1.17539 0.15721 3.00086
C -1.33572 0.22524 4.34770
S -0.19961 1.30858 5.01236
C 0.44287 1.59803 3.46350
N -0.15834 0.94747 2.51024
H -3.42886 -1.62098 2.97570
H -5.06600 -3.09937 1.08481
H -5.20723 -3.50662 -1.34790
H -3.61952 -2.47860 -2.90807
H -1.81228 -0.98587 -2.09829
H -2.05118 -0.28252 4.97273
H 1.27279 2.26726 3.29520
O 4.56965 -3.15377 0.48223
C 4.37533 -2.18451 -0.32154
C 5.37168 -1.83250 -1.27746
C 5.10216 -0.81578 -2.18620
C 3.93590 -0.08778 -2.15690
C 2.90215 -0.26702 -1.09969
C 3.10936 -1.47543 -0.26319
C 2.07775 -1.94445 0.71573
O 2.39494 -2.90849 1.43285
O 0.96117 -1.36242 0.74673
H 3.64980 -3.26032 1.05835
H 6.29328 -2.39584 -1.28645
H 5.83359 -0.59788 -2.95358
H 3.75700 0.68249 -2.89385
H 1.88579 -0.24280 -1.51492
O 1.90353 1.34782 0.36307
O 3.04115 0.91695 -0.22489
I -2.93447 2.69957 1.40771
C -1.71050 3.04858 -0.24204
C -2.08002 4.14707 -1.01127
C -1.32609 4.50062 -2.11155
C -0.20838 3.73929 -2.41481
C 0.09246 2.66908 -1.60800
N -0.63313 2.30173 -0.52815
H -2.95499 4.71540 -0.73392
H -1.60453 5.35461 -2.71357
H 0.42594 3.96754 -3.25840
H 0.96438 2.07061 -1.82730
```

Its spin multiplicity is 5. For the gap between HOMO and LUMO (spin up / spin down), the calculation gives 8.04 / 4.79 eV. The strongest force on any atom comes out at 0.585 eV/Å. The total charge is +2.

---

Results for energy relative to the best compared isomer or geometry (same formula, charge and spin): 0.0000, 2.7670 (in eV, following the order of the records).